No. 1
Here is a gas-phase ion, C3H10N3 (charge +1) from OMol25. Energies are from ωB97M-V/def2-TZVPD.

CARTESIAN COORDINATES (ANGSTROEM)
C -0.785 -0.391 -0.188
C -0.378 0.875 0.546
C 0.752 0.853 -1.765
N 0.395 0.228 -0.542
N -0.423 -1.883 0.685
N 0.286 0.742 1.788
H -1.632 -0.375 -0.731
H -0.960 1.665 0.218
H 1.234 1.877 -1.552
H 1.546 0.275 -2.297
H -0.148 1.009 -2.583
H 0.108 -2.398 0.021
H -1.343 -2.333 0.787
H -0.190 1.242 2.597
H 1.292 0.872 1.710
H 0.089 -1.278 1.562

The energy above the lowest of the compared OMol25 structures with the same formula, charge and spin is 93.24 kcal/mol. The HOMO-LUMO gap comes out at 10.8562 eV. The HOMO energy is -14.0 eV. Its net charge is +1. Its SMILES is CN1[C@H](N)[C@@H]1[NH3+]. The value obtained for the largest force on an atom is 5.3 eV Å⁻¹.

***

No. 2
Here is a single C23H36N4O2 molecule from OMol25. Energies are from ωB97M-V/def2-TZVPD.

CARTESIAN COORDINATES (ANGSTROEM)
C -7.496 -1.635 1.215
H -7.382 -2.359 2.019
H -7.799 -0.685 1.649
H -8.288 -1.979 0.554
C -6.187 -1.467 0.446
C -6.373 -0.463 -0.688
H -5.490 -0.415 -1.321
H -6.549 0.530 -0.282
H -7.222 -0.744 -1.308
C -5.077 -1.036 1.409
C -3.709 -0.896 0.738
C -3.473 0.523 0.232
O -4.165 1.458 0.588
N -2.453 0.698 -0.647
C -1.425 -0.254 -0.992
H -1.681 -1.249 -0.633
C -0.078 0.181 -0.406
H 0.692 -0.541 -0.683
H -0.155 0.202 0.682
C 0.284 1.583 -0.929
N 1.578 2.098 -0.521
C 2.692 1.538 -1.266
H 2.446 1.569 -2.331
C 3.941 2.384 -1.018
H 3.723 3.406 -1.333
H 4.773 2.025 -1.627
C 4.291 2.422 0.469
C 4.737 1.103 1.102
O 4.711 0.937 2.306
N 5.243 0.167 0.264
H 5.095 0.250 -0.728
C 5.508 -1.172 0.727
C 4.529 -2.169 0.159
N 3.745 -1.745 -0.824
C 2.872 -2.588 -1.351
C 2.732 -3.900 -0.932
C 3.555 -4.348 0.091
C 4.469 -3.472 0.647
H 5.125 -3.780 1.446
H 3.481 -5.364 0.450
H 2.004 -4.550 -1.391
H 2.263 -2.184 -2.150
H 5.438 -1.154 1.819
H 6.528 -1.469 0.450
C 3.060 2.931 1.227
C 1.856 2.050 0.903
H 0.986 2.418 1.447
H 2.073 1.023 1.244
H 3.254 2.898 2.299
H 2.845 3.958 0.932
H 5.122 3.120 0.629
H 2.885 0.488 -0.989
C -0.846 2.546 -0.551
H -0.626 3.540 -0.939
H -0.944 2.615 0.533
C -2.165 2.037 -1.128
H -2.994 2.678 -0.825
H -2.111 2.009 -2.223
H 0.313 1.533 -2.026
H -1.347 -0.293 -2.087
H -3.630 -1.610 -0.083
H -2.918 -1.116 1.460
H -5.341 -0.072 1.849
H -5.010 -1.771 2.214
H -5.915 -2.439 0.013

The energy above the lowest of the compared OMol25 structures with the same formula, charge and spin is 22.23 kcal/mol. The HOMO-LUMO gap comes out at 8.8292 eV. The HOMO energy is -8.3 eV. Its net charge is 0. Its SMILES is CC(C)CCC(=O)N1CCC(N2CCC(C(=O)NCc3ccccn3)CC2)CC1. The value obtained for the largest force on an atom is 0.5 eV Å⁻¹.

***

No. 3
Here is a molecular structure, C23H31Cl2N4O3Sn from OMol25. Energies are from ωB97M-V/def2-TZVPD.

CARTESIAN COORDINATES (ANGSTROEM)
O -3.218 0.025 -0.084
C -3.868 0.580 -1.051
C -5.311 0.738 -0.793
C -5.929 0.222 0.380
H -5.317 -0.309 1.116
C -7.305 0.360 0.584
H -7.759 -0.070 1.480
C -8.129 1.026 -0.338
H -9.198 1.116 -0.173
C -7.520 1.571 -1.474
H -8.149 2.093 -2.193
C -6.150 1.446 -1.695
H -5.693 1.872 -2.581
H -3.394 1.074 -1.891
C -2.370 -1.246 -2.664
C -1.417 -0.259 -2.170
H -1.883 -1.952 -3.365
H -3.100 -0.633 -3.219
H -2.889 -1.838 -1.890
C -0.139 -0.114 -2.462
C 0.612 -0.858 -3.551
H 0.522 0.568 -1.916
H -0.073 -1.064 -4.387
H 1.068 -1.811 -3.226
H 1.428 -0.225 -3.923
Sn -1.348 0.165 0.627
Cl -1.709 -2.197 1.022
Cl -2.130 2.317 1.345
C 1.605 -2.111 0.313
O 1.274 -0.916 0.195
N 2.812 -2.508 0.765
C 3.849 -1.550 1.103
C 3.190 -3.914 0.755
H 0.903 -2.935 0.078
H 3.415 -0.554 1.183
H 4.638 -1.557 0.342
H 4.300 -1.840 2.057
H 2.299 -4.522 0.544
H 3.607 -4.203 1.732
H 3.954 -4.117 -0.015
H 3.732 3.601 -0.838
H 2.400 5.703 -0.515
C 2.889 3.139 -1.362
C 1.579 5.227 -1.069
N 1.652 3.779 -0.938
H 2.849 2.072 -1.142
C 0.624 3.083 -0.425
O 0.661 1.851 -0.210
H 0.619 5.565 -0.662
H -0.272 3.693 -0.188
H 3.034 3.296 -2.436
H 1.654 5.528 -2.123
N 2.647 3.806 4.329
C 2.147 2.768 4.113
C 1.537 1.483 3.829
C 1.854 0.343 4.578
C 1.230 -0.849 4.250
C 0.319 -0.864 3.206
N 0.027 0.221 2.479
C 0.627 1.387 2.784
H 2.579 0.422 5.392
H 1.419 -1.769 4.788
H -0.208 -1.774 2.941
H 0.336 2.254 2.192

The HOMO-LUMO gap (alpha / beta) comes out at 4.1955 / 4.1389 eV. The HOMO energy (alpha / beta) is -2.2 / -2.0 eV. Its net charge is -1. The value obtained for the largest force on an atom is 4.2 eV Å⁻¹.

***

No. 4
Here is a molecular structure, C7H11N from OMol25. Energies are from ωB97M-V/def2-TZVPD.

CARTESIAN COORDINATES (ANGSTROEM)
C 2.045 -0.686 0.004
C 0.810 0.744 0.350
C -0.844 1.050 0.356
C -1.525 0.370 -0.953
C -0.900 -0.902 -0.290
C -1.141 -0.236 1.136
C 0.616 -0.559 -0.451
H 2.986 -1.370 -0.321
H 1.912 -0.790 1.137
H 1.968 1.196 -1.232
H 1.051 0.303 1.298
H -1.242 2.064 0.475
H -2.702 0.527 -0.924
H -1.154 0.582 -2.049
H -1.631 -1.802 -0.499
H -2.284 -0.194 1.647
H -0.380 -0.879 1.806
H 0.426 -0.404 -1.425
N 1.987 0.985 -0.066

The energy above the lowest of the compared OMol25 structures with the same formula, charge and spin is 228.47 kcal/mol. The HOMO-LUMO gap comes out at 9.2819 eV. The HOMO energy is -8.2 eV. Its net charge is 0. The value obtained for the largest force on an atom is 12.2 eV Å⁻¹.